No. 1
Here is C23H23ClN2O4S as an isolated structure in a non-equilibrium geometry from OMol25. Energies are from the ωB97M-V functional and the def2-TZVPD basis.

Element x y z (Å)
C (-3.566, -3.671, 0.038)
C (-3.849, -2.399, 0.679)
N (-2.862, -1.241, 0.488)
S (-1.561, -1.532, 1.379)
O (-0.563, -2.331, 0.480)
O (-2.006, -2.161, 2.726)
C (-1.200, 0.074, 1.776)
C (0.191, 0.489, 1.787)
C (0.591, 1.806, 1.879)
C (-0.203, 2.781, 1.722)
C (-1.640, 2.736, 1.510)
C (-2.123, 1.322, 1.329)
H (-3.026, 0.805, 1.106)
H (-2.256, 3.430, 1.351)
C (0.242, 4.221, 1.442)
H (0.931, 4.451, 2.448)
H (-0.550, 4.764, 1.724)
C (0.831, 4.347, 0.239)
C (0.167, 3.651, -0.874)
O (-1.022, 3.943, -1.165)
N (0.589, 2.320, -1.114)
C (-0.046, 1.262, -1.400)
C (-1.249, 1.194, -1.924)
C (-1.783, -0.082, -2.283)
C (-0.907, -1.076, -2.787)
C (0.495, -1.135, -2.136)
C (0.912, -0.156, -1.611)
O (2.230, 0.384, -1.228)
C (2.908, -0.863, -0.662)
C (4.379, -0.750, -0.980)
C (5.236, -1.565, -0.648)
C (4.725, -2.781, 0.005)
C (3.435, -2.820, 0.432)
C (2.488, -2.028, -0.054)
H (1.426, -2.056, 0.200)
H (3.073, -3.492, 1.024)
H (5.470, -3.505, 0.310)
H (6.276, -1.564, -0.553)
H (4.675, 0.182, -1.604)
H (0.939, -1.892, -2.105)
H (-1.205, -2.252, -2.778)
Cl (-3.517, -0.173, -2.707)
H (-1.975, 1.907, -1.904)
H (1.511, 2.017, -0.617)
H (1.809, 4.153, 0.091)
H (0.965, 5.381, -0.160)
H (1.763, 1.886, 2.234)
H (1.025, -0.501, 2.102)
H (-2.760, -1.085, -0.560)
H (-5.095, -1.946, 0.374)
H (-4.037, -2.518, 1.709)
H (-2.615, -3.960, 0.244)
H (-4.160, -4.390, 0.049)
H (-3.504, -3.579, -1.022)

Atomic forces in eV per Å
C 3.9 5.6 -2.7
C -5.0 3.5 -0.6
N -3.1 -2.3 -1.7
S 1.2 -5.1 1.6
O -2.7 2.9 3.4
O 1.7 1.7 -4.6
C 2.9 7.1 -3.1
C -0.4 -5.6 2.9
C 7.1 -5.3 2.1
C -6.2 7.1 -1.7
C 4.9 -12.7 0.6
C 3.6 -0.7 3.1
H -1.4 1.1 -0.4
H -4.3 5.8 -1.4
C 1.8 -3.1 9.8
H -0.9 -0.2 -2.8
H -3.0 2.6 -0.1
C 2.2 4.0 -7.4
C -5.9 -2.6 0.0
O 3.0 0.0 -0.3
N 6.2 4.7 3.5
C 0.8 -6.9 -3.5
C -2.3 -2.8 0.3
C 1.9 -1.5 -3.4
C -0.5 -3.4 4.5
C -11.9 2.4 -6.2
C 3.2 17.3 6.1
O -1.4 -6.4 1.5
C 4.2 2.0 -2.5
C -7.8 9.0 -3.7
C 3.5 -9.2 4.2
C 1.4 1.6 0.6
C 3.7 0.1 -2.7
C -3.7 5.8 -1.2
H 0.4 -0.7 0.1
H -1.5 -4.6 3.5
H -0.2 -0.1 0.2
H 1.5 0.8 -1.1
H -0.7 -1.3 1.4
H 6.5 -11.7 -0.5
H -0.1 3.1 -0.9
Cl 0.9 0.1 0.4
H -1.3 2.5 0.1
H -1.7 1.2 -1.3
H 3.8 -1.6 0.8
H -0.9 0.1 0.6
H -3.0 0.4 -1.4
H -2.4 3.4 -1.3
H 0.5 -0.2 1.9
H 3.9 -1.1 0.4
H 0.3 0.0 1.2
H 2.8 -1.2 1.2
H -5.7 -6.1 1.5
H 0.2 0.8 -1.4

The calculation puts the gap between HOMO and LUMO at 7.9 eV. Its LUMO energy is -0.33 eV. The charge is 0. The spin multiplicity is 1.

Computed Löwdin charges, given in elementary charges: -0.09 -0.26 -0.18 0.74 -0.35 -0.33 -0.25 -0.07 -0.14 -0.26 0.08 0.10 0.06 0.03 -0.17 0.20 0.08 -0.19 -0.32 0.07 0.13 -0.17 -0.07 -0.63 -0.01 -0.07 -0.13 -0.04 -0.09 -0.07 -0.12 -0.02 -0.10 -0.06 0.08 0.06 0.10 0.10 0.15 0.02 0.15 0.65 0.07 0.18 0.10 0.16 0.19 0.21 0.06 0.20 0.06 0.05 0.01 0.09

=====

No. 2
Here is C23H23HgN4O6S2Sb2 as an isolated structure in a non-equilibrium geometry from OMol25. Energies are from the ωB97M-V functional and the def2-TZVPD basis.

Element x y z (Å)
Hg (0.991, 1.009, -1.593)
S (3.473, 2.026, -1.235)
C (2.730, 3.560, -1.506)
S (1.016, 3.730, -1.549)
C (3.535, 4.690, -1.662)
C (3.009, 5.977, -1.945)
N (2.641, 7.045, -2.190)
C (4.946, 4.655, -1.516)
N (6.092, 4.702, -1.379)
C (-2.773, -1.775, 0.325)
Sb (-2.158, 0.140, -0.429)
C (-4.042, 0.419, -1.518)
C (-2.902, 1.403, 1.268)
C (-3.252, 0.596, 2.459)
C (-4.498, -0.034, 2.509)
C (-4.837, -0.914, 3.523)
C (-3.914, -1.189, 4.520)
C (-2.693, -0.535, 4.515)
C (-2.348, 0.388, 3.525)
C (-1.084, 1.164, 3.669)
Sb (0.554, 0.666, 2.259)
C (0.924, -1.212, 3.272)
C (1.939, 1.799, 3.505)
H (-3.725, -1.704, 0.848)
H (-1.998, -2.156, 0.989)
H (-2.855, -2.453, -0.525)
H (-4.897, 0.148, -0.896)
H (-4.038, -0.205, -2.413)
H (-4.126, 1.462, -1.823)
H (-3.773, 1.904, 0.847)
H (-2.125, 2.141, 1.457)
H (-5.206, 0.164, 1.711)
H (-5.811, -1.389, 3.526)
H (-4.158, -1.886, 5.314)
H (-1.993, -0.714, 5.324)
H (-0.665, 1.025, 4.666)
H (-1.247, 2.232, 3.510)
H (1.088, -1.035, 4.335)
H (1.795, -1.697, 2.833)
H (0.059, -1.861, 3.133)
H (1.825, 1.557, 4.562)
H (1.744, 2.860, 3.348)
H (2.961, 1.594, 3.188)
O (0.502, -3.872, -0.705)
C (0.663, -2.706, -1.079)
O (0.269, -1.633, -0.537)
C (1.464, -2.452, -2.360)
C (1.040, -1.436, -3.227)
C (1.824, -1.121, -4.349)
C (2.981, -1.821, -4.633)
C (3.351, -2.856, -3.792)
C (2.608, -3.160, -2.642)
N (4.529, -3.623, -4.109)
O (4.838, -4.543, -3.369)
O (5.168, -3.331, -5.109)
N (1.443, -0.026, -5.189)
O (1.960, 0.085, -6.294)
O (0.587, 0.738, -4.766)
H (0.045, -1.028, -3.129)
H (3.584, -1.563, -5.489)
H (2.939, -3.949, -1.982)

Atomic forces in eV per Å
Hg 0.3 0.3 0.0
S -0.1 -0.2 0.0
C 0.1 0.0 0.1
S -0.2 -0.2 0.0
C 0.0 0.0 0.0
C -0.1 0.2 -0.1
N 0.0 0.0 0.0
C 0.3 0.0 0.1
N -0.1 0.0 -0.1
C 0.1 0.1 0.1
Sb -0.5 0.1 0.0
C 0.2 0.0 0.1
C 0.2 -0.1 -0.2
C 0.0 -0.1 0.2
C 0.0 0.0 0.0
C 0.0 0.0 0.0
C -0.1 0.0 0.0
C 0.0 0.1 0.0
C -0.3 0.0 0.0
C 0.3 0.0 -0.4
Sb 0.0 -0.1 0.7
C 0.0 0.1 -0.2
C -0.1 0.0 -0.3
H 0.0 0.0 -0.1
H 0.0 0.0 0.0
H 0.1 0.0 0.0
H 0.0 0.0 0.0
H 0.0 0.0 0.0
H 0.0 0.0 0.0
H 0.0 0.0 0.0
H 0.0 0.0 0.0
H 0.0 0.0 0.0
H 0.0 0.0 0.0
H 0.0 0.0 0.0
H 0.0 0.0 0.0
H 0.0 0.0 0.0
H -0.1 0.0 0.0
H 0.0 0.0 0.0
H 0.0 0.0 0.0
H 0.0 0.0 0.0
H -0.1 -0.1 0.0
H 0.0 0.0 0.0
H 0.0 0.0 0.0
O 0.1 -0.1 -0.1
C 0.0 0.4 0.2
O -0.1 -0.2 0.1
C -0.1 0.0 0.0
C 0.1 0.1 -0.4
C 0.1 -0.7 0.8
C 0.2 0.0 -0.2
C -0.7 0.5 0.3
C 0.3 -0.1 -0.2
N 0.6 -0.3 -0.1
O -0.1 0.0 0.1
O -0.1 0.1 0.0
N -0.6 0.5 -0.5
O 0.2 0.0 0.1
O 0.1 -0.2 0.0
H 0.1 0.2 0.1
H 0.0 0.0 0.0
H -0.1 0.0 0.0

The calculation puts the gap between HOMO and LUMO (alpha / beta) at 4.6 / 5.9 eV. Its LUMO energy (alpha / beta) is 3.35 / 3.25 eV. The charge is -2. The spin multiplicity is 2.

Computed Löwdin charges, given in elementary charges: 0.62 0.39 -1.26 0.38 -0.44 -0.31 0.10 -0.31 0.11 -0.31 1.31 -0.36 -0.32 -0.30 -0.09 -0.11 -0.11 -0.06 -0.28 -0.34 1.32 -0.33 -0.34 -0.01 0.00 0.01 -0.02 -0.01 -0.01 0.05 0.03 0.11 0.09 0.09 0.10 0.05 0.06 -0.01 0.00 -0.01 -0.01 -0.01 -0.01 -0.01 -0.68 -0.25 -0.12 -0.03 -0.16 0.08 -0.13 0.07 -0.36 0.06 0.05 -0.36 0.05 0.03 0.09 0.13 0.13

=====

No. 3
Here is the molecule C23H23N3O4 in a non-equilibrium geometry from OMol25. Energies are from the ωB97M-V functional and the def2-TZVPD basis.

Element x y z (Å)
O (-7.329, -0.340, 0.659)
C (-6.280, -0.911, 0.785)
O (-6.210, -2.196, 1.130)
C (-4.936, -0.273, 0.591)
N (-3.943, -1.041, 0.932)
N (-2.699, -0.627, 0.844)
C (-1.660, -1.587, 1.142)
C (-1.094, -2.057, -0.216)
O (-1.850, -2.139, -1.165)
N (0.209, -2.378, -0.283)
C (1.202, -2.175, 0.748)
C (1.913, -0.841, 0.513)
C (2.584, -0.852, -0.863)
C (3.250, 0.500, -1.161)
C (4.372, 0.783, -0.204)
C (5.603, 0.158, -0.365)
C (6.634, 0.385, 0.529)
C (6.447, 1.242, 1.601)
C (5.225, 1.871, 1.769)
C (4.196, 1.642, 0.873)
C (1.538, -1.184, -1.930)
C (0.814, -2.490, -1.599)
C (-2.295, 0.600, 0.335)
O (-1.107, 0.860, 0.260)
C (-3.390, 1.481, -0.050)
C (-3.102, 2.748, -0.562)
C (-4.126, 3.586, -0.940)
C (-5.450, 3.169, -0.816)
C (-5.755, 1.922, -0.319)
C (-4.729, 1.054, 0.075)
H (-5.275, -2.468, 1.175)
H (-2.107, -2.427, 1.675)
H (-0.910, -1.084, 1.752)
H (0.755, -2.225, 1.740)
H (1.924, -2.996, 0.671)
H (2.656, -0.672, 1.294)
H (1.177, -0.036, 0.547)
H (3.357, -1.630, -0.869)
H (2.496, 1.286, -1.096)
H (3.637, 0.481, -2.183)
H (5.756, -0.508, -1.203)
H (7.586, -0.106, 0.390)
H (7.251, 1.421, 2.299)
H (5.074, 2.544, 2.601)
H (3.245, 2.137, 1.008)
H (2.008, -1.267, -2.911)
H (0.800, -0.380, -1.970)
H (0.021, -2.686, -2.321)
H (1.514, -3.331, -1.592)
H (-2.066, 3.040, -0.647)
H (-3.905, 4.567, -1.333)
H (-6.247, 3.832, -1.117)
H (-6.779, 1.598, -0.225)

Atomic forces in eV per Å
O 0.1 -0.1 0.0
C 0.0 -0.2 0.1
O -0.3 -0.3 0.1
C 0.6 -0.3 0.2
N -1.1 -0.1 -0.1
N 0.4 0.3 0.1
C 0.3 0.0 -0.2
C -0.1 -0.1 0.4
O -0.2 0.2 -0.1
N 0.2 -0.3 -0.1
C 0.1 0.4 0.3
C 0.2 -0.3 0.0
C -0.3 0.4 -0.1
C 0.1 -0.3 0.1
C 0.0 0.1 -0.1
C 0.0 0.0 0.0
C 0.1 -0.1 0.0
C 0.1 0.0 0.1
C 0.0 0.0 0.1
C 0.0 0.0 0.0
C 0.2 -0.3 0.2
C -0.2 0.1 -0.5
C -0.1 0.0 0.1
O 0.1 0.0 -0.1
C -0.5 0.1 -0.1
C 0.1 -0.1 0.0
C 0.1 0.0 0.0
C 0.0 -0.1 0.0
C -0.1 0.0 0.0
C 0.5 0.3 -0.1
H -0.1 0.2 0.0
H 0.0 0.1 0.0
H -0.1 -0.1 0.0
H 0.0 -0.1 0.0
H -0.1 0.0 0.1
H 0.0 0.0 0.0
H 0.0 0.1 0.1
H 0.0 0.0 0.0
H 0.0 0.0 -0.1
H 0.0 0.1 0.0
H 0.0 -0.1 -0.1
H 0.1 0.0 0.0
H 0.1 0.0 0.1
H 0.0 0.1 0.1
H -0.1 0.1 0.0
H 0.0 0.0 -0.1
H -0.1 0.1 -0.1
H 0.2 -0.1 0.1
H 0.0 0.0 0.0
H 0.1 0.0 0.0
H 0.0 0.1 0.0
H -0.1 0.0 0.0
H 0.0 0.0 0.0

The structure (SMILES) is O=C(O)c1nn(CC(=O)N2CCC(Cc3ccccc3)CC2)c(=O)c2ccccc12. The calculation puts the gap between HOMO and LUMO at 8.8 eV. Its LUMO energy is -0.26 eV. The charge is 0. The spin multiplicity is 1.

Computed Löwdin charges, given in elementary charges: 0.12 -0.46 0.12 -0.10 0.16 -0.05 -0.02 -0.44 0.07 -0.05 -0.14 -0.12 -0.32 -0.12 -0.24 -0.05 -0.09 -0.10 -0.09 -0.05 -0.13 -0.13 -0.35 0.08 -0.05 0.00 -0.06 -0.05 0.00 -0.07 0.10 0.14 0.12 0.12 0.13 0.12 0.11 0.15 0.12 0.12 0.11 0.10 0.10 0.10 0.11 0.12 0.13 0.12 0.13 0.12 0.11 0.11 0.11

=====

No. 4
Here is the molecule C23H23N3O4S in a non-equilibrium geometry from OMol25. Energies are from the ωB97M-V functional and the def2-TZVPD basis.

Element x y z (Å)
C (-2.109, -5.336, 0.901)
O (-1.530, -4.839, -0.282)
C (-1.385, -3.497, -0.424)
C (-0.791, -3.069, -1.613)
C (-0.600, -1.729, -1.863)
C (-0.984, -0.778, -0.921)
N (-0.814, 0.611, -1.135)
C (0.424, 1.103, -1.711)
C (1.078, 2.135, -0.779)
O (0.266, 3.256, -0.546)
C (1.409, 1.503, 0.591)
N (2.411, 0.486, 0.488)
C (2.222, -0.865, 0.472)
N (3.307, -1.551, 0.294)
C (4.309, -0.620, 0.173)
C (5.676, -0.784, -0.028)
C (6.452, 0.353, -0.106)
C (5.898, 1.630, 0.014)
C (4.545, 1.817, 0.213)
C (3.758, 0.678, 0.289)
S (-2.238, 1.381, -1.599)
O (-3.034, 0.518, -2.419)
O (-1.853, 2.660, -2.145)
C (-3.080, 1.632, -0.040)
C (-2.508, 2.439, 0.926)
C (-3.173, 2.615, 2.129)
C (-4.391, 1.989, 2.349)
C (-4.953, 1.185, 1.370)
C (-4.294, 1.004, 0.165)
C (-1.579, -1.200, 0.259)
C (-1.784, -2.546, 0.510)
H (-2.114, -6.420, 0.792)
H (-1.520, -5.064, 1.781)
H (-3.137, -4.982, 1.025)
H (-0.494, -3.815, -2.333)
H (-0.159, -1.416, -2.796)
H (0.223, 1.575, -2.678)
H (1.115, 0.271, -1.860)
H (2.020, 2.459, -1.254)
H (-0.436, 3.285, -1.222)
H (1.754, 2.300, 1.256)
H (0.497, 1.066, 1.005)
H (1.250, -1.300, 0.604)
H (6.100, -1.771, -0.116)
H (7.516, 0.260, -0.262)
H (6.546, 2.491, -0.052)
H (4.122, 2.805, 0.307)
H (-1.561, 2.919, 0.735)
H (-2.741, 3.241, 2.894)
H (-4.905, 2.130, 3.288)
H (-5.903, 0.702, 1.543)
H (-4.695, 0.386, -0.622)
H (-1.883, -0.470, 0.994)
H (-2.250, -2.836, 1.438)

Atomic forces in eV per Å
C -0.1 -0.1 0.2
O 0.1 0.2 -0.3
C 0.0 0.2 -0.1
C 0.0 -0.1 0.1
C -0.1 0.1 0.1
C -0.2 -0.7 0.5
N -1.0 0.5 -0.3
C 0.4 0.8 -0.1
C 0.5 -0.4 -0.1
O -0.2 0.1 0.0
C -0.3 0.6 -0.3
N 0.2 -0.1 0.0
C 0.0 -0.2 0.0
N -0.1 -0.6 0.0
C -0.2 0.7 0.0
C -0.1 0.0 0.0
C 0.2 -0.1 0.0
C 0.0 0.1 0.0
C -0.1 0.2 0.0
C 0.5 -0.4 -0.1
S 0.0 -0.3 0.2
O 0.0 0.0 0.2
O 0.1 0.1 0.1
C 0.1 -0.1 -0.5
C 0.1 0.1 0.1
C 0.1 0.0 -0.1
C -0.1 -0.1 0.0
C 0.0 0.0 0.0
C -0.1 -0.1 -0.2
C 0.2 0.0 -0.2
C -0.1 -0.3 0.1
H 0.0 0.1 0.1
H 0.0 0.0 0.0
H 0.0 0.0 0.0
H 0.1 -0.1 -0.1
H 0.1 0.0 -0.1
H 0.2 -0.1 0.0
H -0.1 0.0 0.0
H -0.1 -0.2 0.1
H 0.2 0.1 0.1
H -0.1 -0.1 0.0
H 0.1 0.1 0.0
H -0.3 0.0 0.0
H 0.1 -0.1 0.0
H 0.1 0.0 0.0
H 0.0 0.1 0.0
H 0.0 0.1 0.0
H 0.1 0.1 0.0
H 0.0 0.1 0.1
H 0.0 0.0 0.1
H -0.1 0.0 0.0
H -0.1 -0.1 0.0
H 0.0 0.0 0.1
H 0.0 -0.1 0.1

The structure (SMILES) is COc1ccc(N(C[C@@H](O)Cn2cnc3ccccc32)S(=O)(=O)c2ccccc2)cc1. The calculation puts the gap between HOMO and LUMO at 8.8 eV. Its LUMO energy is 0.34 eV. The charge is 0. The spin multiplicity is 1.

Computed Löwdin charges, given in elementary charges: -0.09 -0.08 -0.27 0.02 0.00 -0.31 -0.16 -0.12 -0.34 -0.04 -0.07 -0.02 -0.14 0.12 -0.24 -0.02 -0.10 -0.10 -0.02 -0.17 0.73 -0.25 -0.28 -0.28 -0.05 -0.06 -0.07 -0.06 -0.06 -0.02 0.00 0.09 0.10 0.10 0.12 0.13 0.13 0.13 0.15 0.05 0.14 0.13 0.12 0.11 0.10 0.10 0.11 0.10 0.11 0.11 0.11 0.11 0.11 0.11

=====

Total energy values, unit eV, following the record order: -58734.8957, -81385.6554, -36886.2496, -47719.5983.
Energy relative to the best compared isomer or geometry (same formula, charge and spin) values, unit eV, following the record order: 17.813, 0.390, 1.152, 1.367.